ORCA calculation (ωB97M-V with the def2-TZVPD basis set) on the molecule C3H7PS3 in a non-equilibrium geometry.

- LUMO energy (alpha / beta) (eV) = -0.73 / -1.55
- energy relative to the best compared isomer or geometry (same formula, charge and spin) (kJ/mol) = 275.7
- E_HOMO (alpha / beta) (Eh) = -0.312 / -0.272
- gap between HOMO and LUMO (alpha / beta) (Eh) = 0.2849 / 0.2153
- E (eV) = -45016.8736

The geometry in ORCA input format:
```
! RIJCOSX wB97M-V def2-TZVPD def2/J DEFGRID3
* xyz 0 1
C -0.53 -1.56 -0.49
C -0.91 -0.68 -1.63
C 0.48 2.10 2.15
P -0.69 1.13 1.11
S 2.01 -1.60 -2.17
S 0.50 -0.60 0.65
S 0.60 -0.29 -2.49
H -1.30 -1.87 0.28
H 0.17 -2.35 -0.63
H -1.63 -1.12 -2.31
H -1.18 0.36 -1.40
H 0.65 1.62 3.12
H 1.45 1.72 1.59
H 0.36 3.13 2.20
*
```

Results of the natural (NBO) charge analysis, in e, for atoms 1 through 6:
1. C -0.549
2. C -0.603
3. C -0.974
4. P 0.376
5. S -0.182
6. S -0.081